(1)
This record from the OMol25 dataset describes a structure of composition C24H57MnO13. The level of theory is the ωB97M-V functional and the def2-TZVPD basis.

Last column: Mulliken charge in e.
Geometry (Å):
1 Mn 2.79 2.62 -0.98  0.941
2 O 1.75 1.57 0.17  -0.518
3 H 0.95 1.07 0.37  0.197
4 C -3.78 5.62 -0.66  -0.533
5 O -2.40 5.97 -0.59  -0.428
6 C -1.50 4.97 -0.94  -0.660
7 C -1.21 3.96 0.15  0.353
8 O -2.40 3.50 0.70  -0.039
9 C -2.21 2.59 1.74  -0.306
10 C -3.54 2.27 2.38  -0.749
11 O -4.28 3.40 2.74  -0.334
12 C -3.75 4.11 3.83  -0.711
13 H -4.33 6.51 -0.95  0.275
14 H -4.15 5.27 0.31  0.129
15 H -3.95 4.80 -1.37  0.287
16 H -0.57 5.50 -1.18  0.287
17 H -1.82 4.45 -1.86  0.371
18 H -0.54 4.38 0.91  0.385
19 H -0.64 3.13 -0.31  -0.366
20 H -1.48 2.96 2.48  0.416
21 H -1.78 1.65 1.35  0.022
22 H -3.38 1.61 3.24  0.421
23 H -4.16 1.75 1.65  0.340
24 H -2.77 4.54 3.59  0.259
25 H -3.64 3.48 4.72  0.327
26 H -4.44 4.91 4.07  0.251
27 C -1.10 0.67 -1.89  -0.067
28 O -1.93 0.06 -2.82  -0.380
29 C -1.40 -1.16 -3.29  -0.126
30 C -2.36 -1.79 -4.23  -0.467
31 O -2.34 -1.07 -5.45  -0.314
32 C -3.35 -1.39 -6.37  -0.679
33 C -3.20 -2.69 -7.13  -0.422
34 O -3.21 -3.79 -6.28  -0.281
35 C -2.91 -5.00 -6.95  -0.734
36 H -0.06 0.78 -2.26  -0.124
37 H -1.09 0.17 -0.91  0.266
38 H -1.45 1.68 -1.67  0.113
39 H -1.21 -1.85 -2.45  0.374
40 H -0.43 -0.96 -3.78  -0.071
41 H -3.36 -1.78 -3.77  0.265
42 H -2.11 -2.84 -4.37  0.349
43 H -3.33 -0.61 -7.14  0.312
44 H -4.36 -1.31 -5.92  0.375
45 H -2.25 -2.63 -7.68  0.323
46 H -4.01 -2.75 -7.87  0.397
47 H -3.78 -5.37 -7.50  0.262
48 H -2.62 -5.73 -6.20  0.235
49 H -2.08 -4.86 -7.66  0.342
50 C -1.95 -2.82 7.28  -0.508
51 O -2.80 -3.90 6.97  -0.384
52 C -2.84 -4.30 5.63  -0.601
53 C -1.52 -4.70 5.01  -0.503
54 O -0.73 -3.57 4.74  -0.229
55 C 0.56 -3.92 4.34  -0.645
56 C 1.34 -2.71 3.93  -0.546
57 O 0.74 -2.11 2.81  -0.343
58 C 1.52 -1.09 2.27  -0.569
59 H -2.22 -2.48 8.28  0.256
60 H -2.12 -1.97 6.60  0.245
61 H -0.90 -3.11 7.26  0.178
62 H -3.32 -3.54 5.01  0.326
63 H -3.49 -5.17 5.61  0.362
64 H -1.74 -5.22 4.06  0.409
65 H -1.00 -5.42 5.66  0.337
66 H 0.55 -4.64 3.50  0.317
67 H 1.10 -4.44 5.15  0.422
68 H 2.36 -3.04 3.68  0.375
69 H 1.42 -2.00 4.77  0.344
70 H 2.34 -1.50 1.66  0.276
71 H 1.93 -0.44 3.05  0.377
72 H 0.86 -0.49 1.64  -0.023
73 C 2.41 1.21 -3.84  -0.886
74 O 2.86 1.13 -2.49  0.166
75 C 4.03 0.30 -2.29  -0.841
76 C 4.36 0.25 -0.83  0.028
77 O 4.60 1.59 -0.37  -0.265
78 C 5.24 1.72 0.91  -0.650
79 C 6.54 0.98 1.01  -0.631
80 O 7.38 1.41 -0.02  -0.288
81 C 8.69 0.86 0.07  -0.775
82 H 1.73 2.05 -3.90  0.314
83 H 1.94 0.27 -4.15  0.256
84 H 3.25 1.38 -4.52  0.347
85 H 4.86 0.77 -2.83  0.440
86 H 3.91 -0.69 -2.72  0.403
87 H 5.25 -0.37 -0.69  0.501
88 H 3.55 -0.17 -0.23  0.029
89 H 4.55 1.40 1.70  0.310
90 H 5.42 2.79 1.04  0.314
91 H 6.44 -0.11 1.04  0.402
92 H 6.97 1.24 1.99  0.498
93 H 9.31 1.38 -0.65  0.251
94 H 8.69 -0.21 -0.17  0.309
95 H 9.11 1.01 1.06  0.330

Output
<S²> = 8.755
lowest unoccupied orbital energy (spin up / spin down) = -4.6543 / -4.7443 eV
total charge = +1
spin multiplicity = 6
total energy = -3077.28339 Ha

(2)
This record from the OMol25 dataset describes a structure of composition C24H58F18N3O3P4. The level of theory is the ωB97M-V functional and the def2-TZVPD basis.

Last column: Mulliken charge in e.
Geometry (Å):
1 N -1.46 -0.80 0.73  0.242
2 H -1.51 -1.80 0.60  -0.855
3 H -0.71 -0.48 0.14  1.286
4 H -1.18 -0.68 1.69  0.079
5 H -2.21 -0.23 0.38  -0.907
6 N -3.85 0.22 1.02  1.224
7 O -4.00 -0.92 1.34  -0.591
8 O -4.80 0.94 0.99  -1.013
9 O -2.77 0.64 0.74  -0.163
10 C 0.91 -4.01 -0.72  -1.533
11 C 0.90 -3.72 0.76  -0.413
12 C 1.13 -2.25 1.00  0.611
13 C 2.60 -1.79 0.50  -1.895
14 P 3.12 -0.19 0.96  2.322
15 C 1.67 0.89 0.94  -0.475
16 C 1.94 2.37 1.30  -0.631
17 C 0.71 3.17 1.10  0.785
18 C 0.80 4.68 1.30  -1.610
19 C 4.02 -0.28 2.58  -1.602
20 C 3.34 -1.12 3.73  0.275
21 C 4.18 -1.11 5.01  -0.860
22 C 4.42 0.33 5.66  -1.175
23 C 4.25 0.42 -0.35  -1.566
24 C 3.76 0.21 -1.84  0.098
25 C 4.31 1.38 -2.81  -0.854
26 C 5.79 1.82 -2.85  -1.383
27 H 1.91 -4.14 -1.14  0.228
28 H 0.43 -3.25 -1.34  0.101
29 H 0.32 -4.93 -0.75  0.594
30 H 1.59 -4.34 1.34  0.489
31 H -0.04 -4.02 1.22  -0.103
32 H 0.84 -1.99 2.02  0.916
33 H 0.37 -1.73 0.42  -0.238
34 H 2.58 -1.83 -0.59  0.642
35 H 3.44 -2.40 0.84  0.576
36 H 0.81 0.44 1.42  0.160
37 H 1.40 1.00 -0.12  0.089
38 H 2.59 2.65 0.47  0.135
39 H 2.37 2.38 2.30  0.355
40 H 0.04 2.85 1.90  -0.181
41 H 0.26 2.89 0.15  -0.060
42 H 1.83 5.00 1.16  0.329
43 H 0.62 4.94 2.35  0.336
44 H 0.31 5.41 0.66  0.388
45 H 3.94 0.78 2.81  0.527
46 H 5.06 -0.47 2.31  0.705
47 H 3.06 -2.13 3.40  0.364
48 H 2.40 -0.61 3.90  0.031
49 H 5.12 -1.54 4.68  0.362
50 H 3.58 -1.72 5.69  0.432
51 H 4.78 0.38 6.68  0.389
52 H 3.52 0.94 5.66  0.284
53 H 5.16 0.90 5.10  0.262
54 H 5.30 0.14 -0.19  0.575
55 H 4.17 1.50 -0.30  0.289
56 H 2.69 0.45 -1.87  -0.235
57 H 3.91 -0.81 -2.19  0.521
58 H 3.81 2.35 -2.77  0.308
59 H 4.07 1.06 -3.83  0.523
60 H 6.41 1.00 -3.23  0.321
61 H 6.17 2.30 -1.95  0.301
62 H 5.91 2.63 -3.57  0.434
63 C -3.62 -1.62 -1.00  -0.428
64 C -3.84 -1.10 -2.45  -0.644
65 C -4.86 0.09 -2.65  -1.046
66 N -4.03 1.38 -2.61  0.801
67 C -3.24 1.63 -1.33  -1.655
68 C -5.04 2.55 -2.96  -0.823
69 C -4.98 2.76 -4.48  -0.774
70 C -3.54 2.59 -4.76  -0.679
71 C -3.03 1.45 -3.87  -0.267
72 H -3.69 -0.79 -0.29  0.594
73 H -2.60 -1.96 -0.80  -1.013
74 H -4.29 -2.41 -0.68  1.101
75 H -4.12 -2.00 -2.98  0.676
76 H -2.83 -0.75 -2.69  0.058
77 H -5.56 0.18 -1.82  0.604
78 H -5.43 -0.03 -3.57  0.388
79 H -2.47 0.93 -0.99  0.313
80 H -4.06 1.59 -0.62  0.984
81 H -2.83 2.64 -1.36  0.261
82 H -4.75 3.32 -2.24  0.423
83 H -5.96 2.18 -2.51  0.361
84 H -5.38 3.68 -4.89  0.451
85 H -5.59 1.99 -4.95  0.315
86 H -2.98 3.48 -4.45  0.349
87 H -3.30 2.20 -5.75  0.395
88 H -2.03 1.76 -3.56  0.046
89 H -2.87 0.50 -4.39  0.425
90 P -0.95 -0.15 3.35  1.476
91 F -1.51 -1.09 4.58  -0.466
92 F 0.52 -0.40 4.06  -0.509
93 F -0.53 -1.45 2.52  -0.043
94 F -0.40 0.75 2.15  -0.284
95 F -2.46 -0.07 2.83  -0.318
96 F -1.08 1.27 4.13  -0.501
97 P -1.67 -4.26 0.87  1.153
98 F -3.22 -3.46 0.69  -0.333
99 F -2.41 -5.68 0.53  -0.404
100 F -1.40 -4.05 -0.77  -0.437
101 F -0.24 -5.08 0.82  -0.214
102 F -0.99 -2.83 1.13  -0.538
103 F -1.85 -4.41 2.55  -0.433
104 P -0.12 0.13 -1.67  2.868
105 F -0.22 1.20 -2.91  -0.599
106 F -1.20 0.98 -0.69  -0.463
107 F -1.46 -0.79 -2.12  -0.525
108 F 0.05 -0.83 -0.44  -1.396
109 F 0.89 -0.73 -2.50  -0.307
110 F 1.08 0.97 -1.03  -0.489

Output
lowest unoccupied orbital energy = 1.9695 eV
total charge = -1
spin multiplicity = 1
total energy = -4501.50879 Ha